1.
Computed, not measured: C10H7CoN2O5 as an isolated structure, with ωB97M-V/def2-TZVPD.

```
25
Properties=species:S:1:pos:R:3:forces:R:3
O -1.756209 -3.015084 0.561470 1.294 2.030 -1.944
C -1.267258 -2.253631 -0.145873 -2.606 -3.999 4.077
Co -0.487967 -1.045192 -1.311225 -0.093 -0.204 -0.369
C 0.263716 0.100059 -2.576255 2.540 3.905 -3.911
O 0.724743 0.802385 -3.353490 -1.141 -1.768 1.875
C -1.066490 -2.292712 -2.935364 0.075 -0.856 -4.096
O -0.768010 -2.116492 -4.088048 -0.639 -0.372 2.513
C -2.144366 -0.277851 -1.628798 -5.822 3.173 -0.446
O -3.179180 0.193471 -1.797662 2.832 -1.436 0.302
C 1.042626 -2.087840 -1.373555 5.761 -3.328 0.469
O 1.989025 -2.740074 -1.383608 -2.695 1.693 -0.152
H -1.696635 -3.172344 -2.662343 -0.172 -0.265 -0.129
N 1.222871 2.623626 3.319687 -0.848 -1.819 -2.294
C 0.829417 1.778994 2.253012 1.102 2.376 2.994
C 0.171306 2.306534 1.138439 -0.809 -0.032 -1.602
C -0.210945 1.457047 0.097609 0.980 0.358 1.980
N 0.054158 0.116677 0.153910 0.440 0.977 1.251
C 0.699714 -0.408713 1.238909 0.132 2.009 0.998
C 1.094033 0.407442 2.301498 0.012 -1.705 -0.578
H 1.031905 3.635886 3.286950 0.143 -0.692 0.056
H 1.705748 2.238518 4.144728 -0.325 0.298 -0.555
H -0.044771 3.365803 1.075446 -0.025 -0.018 -0.042
H -0.720127 1.877972 -0.758083 -0.014 -0.259 -0.110
H 0.911068 -1.467694 1.288674 -0.116 -0.029 -0.252
H 1.601625 -0.026787 3.153970 -0.005 -0.039 -0.033
```
Forces are in eV/Å.

Computed properties:
Expectation value of S²: 6.122
Spin multiplicity: 5
Charge: +2
Gap between HOMO and LUMO (alpha / beta): 0.28043 / 0.19667 Eh

2.
Computed, not measured: one molecule with the formula C3H6N2OS, with ωB97M-V/def2-TZVPD.

```
13
Properties=species:S:1:pos:R:3:forces:R:3
C 1.254378 -0.770499 -3.090615 0.161 -1.750 -0.732
N 0.715499 -1.331363 -2.097397 -0.185 -1.762 -2.313
O 0.556379 -0.563355 -1.034000 0.746 2.456 1.187
C -0.259175 -1.115230 -0.142011 -2.681 -0.145 2.585
N -0.841226 -0.453990 0.833569 2.056 -0.665 -2.059
S -0.435626 1.274038 0.984882 -0.796 -1.638 0.824
C -0.880012 1.503096 2.781602 1.862 1.285 0.322
H 1.702184 0.172919 -3.122521 0.283 1.695 0.341
H 1.367350 -1.378007 -4.000558 -0.159 0.094 0.636
H -0.474181 -2.207322 -0.385013 0.123 1.528 0.701
H 0.205480 1.232366 3.450568 -3.756 0.880 -1.741
H -1.834213 0.936048 3.108992 1.849 0.933 -0.597
H -1.076837 2.701301 2.712501 0.497 -2.910 0.846
```
Forces are in eV/Å.

Computed properties:
Gap between HOMO and LUMO: 0.33893 Eh

3.
Computed, not measured: a 2-piece molecular cluster, C4H11N2O2 overall, with ωB97M-V/def2-TZVPD.

```
19
Properties=species:S:1:pos:R:3:forces:R:3
C 0.885878 0.791887 1.528433 1.007 -2.306 4.044
C -0.256724 -1.425147 -1.354604 2.599 -2.419 1.062
C 1.098313 1.121543 -0.911638 -1.266 4.764 0.869
C 0.699979 0.264759 0.166611 -0.728 -1.782 1.501
N -2.921046 0.036058 -0.018768 1.350 -0.032 -0.915
N 0.249559 -0.961705 -0.043660 -1.333 1.875 -0.172
O -2.198839 0.991338 0.102459 -0.149 -0.201 0.038
O -0.159774 -1.770764 0.986336 0.889 0.455 0.266
H 0.034078 0.565814 2.326767 1.762 0.187 -1.922
H 1.952515 0.435795 2.048514 -2.648 0.158 -1.397
H 1.115777 1.818671 1.576146 -0.315 1.361 -0.526
H 0.672993 -1.827826 -1.778837 -0.565 -0.232 -0.602
H -0.538667 -0.601895 -1.869594 -1.060 2.467 -1.706
H -1.037583 -2.196438 -1.363513 0.339 0.414 0.814
H 0.252993 1.577761 -1.444414 -0.416 -0.693 -0.038
H 1.542531 2.146328 -0.575119 -0.154 -2.281 -0.170
H 1.676010 0.662000 -1.593990 2.160 -1.505 -2.467
H -3.681518 0.113903 0.643373 -1.147 0.207 0.900
H 0.613529 -1.742081 1.575493 -0.325 -0.438 0.421
```
Forces are in eV/Å.

Computed properties:
Charge: +1
Gap between HOMO and LUMO: 0.33106 Eh

4.
Computed, not measured: one molecule with the formula C4H5NO, with ωB97M-V/def2-TZVPD.

```
11
Properties=species:S:1:pos:R:3:forces:R:3
C -1.844562 0.053290 0.183297 0.204 0.046 -0.016
C -0.416865 0.374258 -0.067493 1.393 -1.640 0.381
C 0.700953 0.943191 -0.369144 1.579 -1.935 0.417
C 2.062569 -0.229366 -0.152668 -1.743 1.232 -0.198
N 1.566226 -1.308082 0.253832 0.665 -0.053 -0.053
O 0.332291 -1.470639 0.452118 -0.854 2.155 -0.623
H -1.986126 -0.129475 1.253725 0.049 0.067 -0.183
H -2.566973 0.814723 -0.134205 0.411 0.047 -0.034
H -2.077519 -0.880465 -0.338648 0.015 0.197 0.068
H 1.108380 1.893467 -0.710672 -0.665 -0.271 0.139
H 3.141831 -0.072759 -0.342530 -1.054 0.154 0.101
```
Forces are in eV/Å.

Computed properties:
Gap between HOMO and LUMO: 0.36549 Eh

5.
Computed, not measured: C35H32LiN9OS as an isolated structure, with ωB97M-V/def2-TZVPD.

```
79
Properties=species:S:1:pos:R:3:forces:R:3
Li 0.291058 -0.157397 -0.037913 0.280 -0.101 0.241
C 1.543740 -4.032571 -1.242719 -0.032 -0.044 0.015
C 0.502965 -4.913776 -0.952301 0.029 -0.024 -0.021
C -0.644638 -4.424842 -0.377920 -0.067 -0.079 0.011
C -0.759975 -3.053072 -0.095351 -0.070 0.115 0.023
N 0.247368 -2.211781 -0.364827 0.037 -0.160 -0.091
C 1.360345 -2.705584 -0.924494 -0.069 0.115 0.040
N -1.977814 -2.655705 0.447233 0.166 -0.086 -0.087
C -2.274519 -1.422702 0.708018 0.017 0.172 -0.029
N -1.518794 -0.289466 0.612718 -0.277 0.046 0.155
C -2.279461 0.774227 1.041955 0.047 -0.247 -0.094
N -1.976343 2.017776 1.182213 0.232 0.173 -0.012
C -0.708451 2.549172 0.930825 -0.161 -0.154 -0.019
C -0.539227 3.893369 1.291055 -0.037 0.083 0.025
C 0.673037 4.509515 1.085344 0.008 0.035 0.008
C 1.712658 3.783898 0.511207 -0.022 0.022 0.009
C 1.464149 2.471332 0.173798 -0.077 -0.080 -0.001
N 0.293100 1.855679 0.376338 -0.003 0.151 0.017
C -3.647264 0.290993 1.394406 0.097 0.116 -0.019
C -4.774760 0.951251 1.839370 -0.069 0.016 0.025
C -5.912827 0.185232 2.078466 0.036 -0.006 -0.008
C -5.904417 -1.195930 1.881278 0.042 0.009 -0.018
C -4.757607 -1.848973 1.436184 -0.065 -0.006 0.026
C -3.639103 -1.075265 1.199185 0.074 -0.123 -0.021
H 2.466936 -4.367285 -1.694542 -0.006 0.004 0.002
H 0.595144 -5.968782 -1.179344 -0.004 0.000 0.004
H -1.487550 -5.060150 -0.143667 0.015 0.001 0.000
H 2.142691 -1.981622 -1.130727 -0.021 0.011 0.007
H -1.382148 4.411998 1.725360 0.013 -0.002 0.003
H 0.813155 5.546601 1.363392 -0.003 0.001 0.004
H 2.682687 4.223673 0.327651 -0.003 -0.003 -0.001
H 2.238066 1.868896 -0.290204 -0.014 -0.018 0.011
H -4.763303 2.022619 1.993549 -0.001 -0.011 -0.009
H -6.819480 0.665880 2.424010 0.001 -0.007 0.003
H -6.803981 -1.765378 2.078750 -0.003 0.006 -0.002
H -4.732841 -2.919497 1.277181 0.004 0.009 -0.002
C 1.495214 -0.664951 6.572236 0.018 0.014 -0.009
C 0.431564 -1.655073 6.109538 -0.011 -0.004 0.026
C -0.868448 -0.943218 5.745735 -0.004 0.015 -0.013
C 0.932597 -2.538233 4.966009 -0.018 0.076 -0.113
N 1.319704 -1.776171 3.783228 0.114 -0.166 0.232
C 0.573122 -1.323099 2.779189 -0.176 0.086 -0.113
N 1.336681 -0.639937 1.963778 0.279 -0.005 -0.101
N 2.581819 -0.691084 2.492095 -0.152 -0.093 0.100
N 2.582729 -1.369957 3.583212 -0.043 0.124 -0.147
H 1.149576 -0.124956 7.454647 0.002 -0.004 -0.010
H 1.710828 0.070655 5.794610 -0.003 -0.010 0.006
H 2.432582 -1.164978 6.821541 -0.016 -0.004 -0.002
H 0.226352 -2.351767 6.928961 -0.016 0.006 0.009
H -0.713745 -0.230905 4.931375 -0.001 -0.001 0.014
H -1.246278 -0.377148 6.597790 0.005 -0.017 0.001
H -1.645310 -1.647425 5.438817 0.013 0.005 -0.002
H 0.155042 -3.235919 4.653646 0.003 -0.018 0.006
H 1.808709 -3.109830 5.265385 0.035 0.020 -0.003
H -0.482929 -1.503551 2.663783 0.035 0.001 -0.035
O 0.470523 0.281738 -2.150536 -0.508 -0.066 0.050
S -0.969759 0.718115 -2.269055 0.110 0.140 -0.016
C -1.123035 1.494279 -3.875391 0.090 -0.082 -0.011
C -2.242959 2.270024 -4.131242 0.002 0.007 -0.049
C -2.379941 2.861944 -5.378464 0.027 -0.007 0.019
C -1.392756 2.687963 -6.340306 0.021 -0.016 0.011
C -0.264029 1.928640 -6.057618 -0.031 0.028 -0.012
C -0.122487 1.325320 -4.816296 0.014 0.030 -0.043
C -1.949317 -0.741573 -2.631327 0.167 0.027 -0.043
C -3.283465 -0.751320 -2.261710 -0.024 0.002 0.024
C -4.043901 -1.884239 -2.517592 0.018 0.004 -0.002
C -3.459405 -2.987957 -3.122140 0.046 0.036 -0.007
C -2.113821 -2.965673 -3.474618 -0.019 -0.018 0.014
C -1.348252 -1.836699 -3.230388 -0.036 -0.023 0.025
H -2.995180 2.413907 -3.363881 0.001 -0.014 -0.011
H -3.249635 3.468392 -5.595075 0.003 -0.005 0.000
H -1.498178 3.155205 -7.310813 -0.001 0.003 0.004
H 0.509915 1.809254 -6.804916 -0.010 0.000 0.000
H 0.754697 0.742246 -4.564752 -0.029 -0.003 0.021
H -3.718379 0.099790 -1.747954 0.016 -0.005 -0.022
H -5.083786 -1.911559 -2.218998 0.003 0.002 0.001
H -4.050143 -3.875800 -3.306717 0.005 -0.005 0.002
H -1.656110 -3.836280 -3.926890 -0.010 0.002 -0.002
H -0.291061 -1.806674 -3.465239 -0.017 0.007 0.001
```
Forces are in eV/Å.

Computed properties:
Gap between HOMO and LUMO: 0.27252 Eh

6.
Computed, not measured: a 2-piece molecular cluster, C3H4ClF2NO4 overall, with ωB97M-V/def2-TZVPD.

```
15
Properties=species:S:1:pos:R:3:forces:R:3
O -2.967769 -0.439555 1.219989 0.566 -1.518 -0.123
N -2.059876 -0.966515 0.606617 0.104 -0.872 0.091
O -1.743716 -2.192460 0.653192 -0.935 1.229 0.328
C -1.272799 -0.127375 -0.226199 0.356 0.138 0.493
C -0.248911 -0.586585 -0.989413 -0.468 -1.528 0.680
O 0.106499 -1.874990 -1.026121 -0.066 0.632 0.440
C -1.683974 1.295262 -0.130133 -2.554 -0.178 -0.055
O -0.872070 2.037310 -0.859226 1.349 -1.279 -0.789
F -1.853898 1.804926 1.128543 0.893 -0.092 -0.323
F -3.015872 1.340137 -0.620348 0.996 0.501 -0.188
H 0.309602 0.124560 -1.602470 -0.070 -0.519 0.087
H -0.370988 -2.402916 -0.274765 0.173 1.396 -1.330
H -1.058418 2.945027 -0.805768 -0.663 2.033 0.248
Cl 0.752022 -1.201669 2.012910 0.494 0.653 0.537
H 1.172288 0.004622 2.258491 -0.175 -0.597 -0.096
```
Forces are in eV/Å.

Computed properties:
Gap between HOMO and LUMO: 0.35743 Eh

Result set for energy relative to the best compared isomer or geometry (same formula, charge and spin): 0.0; 118.4; 155.4; 111.8; 0.0; 0.0 kcal per mole, one per record in the order listed.